# 1
DFT (the ωB97M-V functional and the def2-TZVPD basis) results for a structure of composition C27H26CsN7OS3 in a non-equilibrium geometry.

Calculated values
**Net charge**: 0

Geometry as XYZ:
```
65
C27H26CsN7OS3 | the Open Molecules 2025 dataset | the ωB97M-V functional and the def2-TZVPD basis
Cs -0.41 -0.98 -0.37
O -2.43 3.28 0.59
C -1.72 2.34 0.21
N -1.55 1.15 0.80
C -2.37 1.06 2.00
C -2.14 -0.19 2.83
C -2.63 -0.24 4.14
C -2.48 -1.38 4.88
C -1.83 -2.48 4.32
C -1.37 -2.36 3.03
N -1.52 -1.25 2.30
C -0.94 2.61 -1.10
C -1.03 3.88 -1.66
C -0.39 4.12 -2.87
C 0.31 3.10 -3.49
C 0.36 1.87 -2.85
N -0.24 1.64 -1.69
H -3.44 1.09 1.76
H -2.24 1.93 2.65
H -3.13 0.63 4.54
H -2.85 -1.43 5.90
H -1.68 -3.40 4.87
H -0.85 -3.18 2.54
H -1.60 4.64 -1.15
H -0.45 5.10 -3.33
H 0.80 3.23 -4.44
H 0.90 1.03 -3.29
C -4.22 -1.54 -0.40
C -3.67 -2.94 -0.40
N -2.40 -3.23 -0.48
C -2.21 -4.60 -0.44
C -3.35 -5.33 -0.32
S -4.70 -4.30 -0.27
C -0.84 -5.16 -0.50
C -0.56 -6.49 -0.50
S 1.13 -6.72 -0.57
C 1.36 -5.04 -0.59
N 0.26 -4.33 -0.55
C 2.72 -4.41 -0.66
H -3.42 -0.79 -0.38
H -4.84 -1.38 0.47
H -4.83 -1.36 -1.29
H -3.44 -6.40 -0.26
H -1.26 -7.31 -0.47
H 3.50 -5.17 -0.72
H 2.89 -3.80 0.23
H 2.79 -3.77 -1.53
N 2.42 1.27 0.91
C 3.04 0.78 -0.18
S 3.20 -0.88 -0.44
N 3.53 1.66 -1.08
C 3.64 3.07 -1.00
C 3.88 3.74 0.19
C 4.01 5.13 0.17
C 3.92 5.84 -1.02
C 3.71 5.15 -2.21
C 3.56 3.78 -2.20
H 1.93 0.61 1.48
H 2.03 2.20 0.87
H 3.91 1.22 -1.90
H 4.00 3.20 1.12
H 4.19 5.65 1.10
H 4.02 6.91 -1.02
H 3.65 5.69 -3.14
H 3.38 3.24 -3.12
```

=====

# 2
DFT (the ωB97M-V functional and the def2-TZVPD basis) results for an isolated molecule of C27H26FN3O3S.

Calculated values
**SMILES string**: O=C(NCCN1CCOCC1)c1ccc2c(c1)N(Cc1ccccc1F)C(=O)c1ccccc1S2
**Net charge**: 0

Geometry as XYZ:
```
61
C27H26FN3O3S | the Open Molecules 2025 dataset | the ωB97M-V functional and the def2-TZVPD basis
O 1.77 -3.11 0.09
C 1.00 -2.19 -0.09
N -0.02 -2.25 -0.97
H -0.56 -1.43 -1.16
C -0.24 -3.42 -1.78
H 0.10 -4.28 -1.19
H -1.31 -3.52 -1.98
C 0.56 -3.41 -3.10
N 0.07 -2.58 -4.18
C 0.09 -1.15 -3.94
C -0.11 -0.44 -5.28
O -1.34 -0.82 -5.87
C -1.38 -2.21 -6.07
C -1.20 -2.97 -4.75
H -1.19 -4.04 -4.94
H -2.05 -2.73 -4.09
H -2.36 -2.43 -6.51
H -0.59 -2.52 -6.77
H -0.16 0.64 -5.15
H 0.72 -0.70 -5.95
H 1.05 -0.86 -3.51
H -0.73 -0.83 -3.26
H 0.59 -4.43 -3.49
H 1.58 -3.10 -2.88
C 1.13 -0.90 0.67
C 0.04 -0.09 0.95
C 0.20 1.06 1.72
C 1.47 1.40 2.17
C 2.56 0.59 1.89
C 2.39 -0.57 1.16
H 3.22 -1.23 0.96
H 3.53 0.87 2.27
S 1.72 2.88 3.14
C 1.20 3.98 1.84
C 2.12 4.88 1.32
C 1.74 5.73 0.29
C 0.45 5.68 -0.21
C -0.47 4.80 0.33
C -0.10 3.93 1.35
C -1.17 3.11 1.98
O -2.23 3.62 2.32
N -0.95 1.77 2.13
C -2.00 0.97 2.75
C -1.39 -0.02 3.70
C -1.45 -1.38 3.48
C -0.82 -2.30 4.30
C -0.11 -1.83 5.39
C -0.03 -0.47 5.64
C -0.66 0.42 4.80
H -0.60 1.49 4.99
H 0.53 -0.11 6.49
H 0.39 -2.54 6.04
H -0.90 -3.35 4.08
F -2.13 -1.85 2.41
H -2.61 0.46 1.99
H -2.65 1.68 3.28
H -1.49 4.78 -0.03
H 0.16 6.34 -1.02
H 2.46 6.42 -0.12
H 3.12 4.91 1.72
H -0.95 -0.36 0.62
```

=====

# 3
DFT (the ωB97M-V functional and the def2-TZVPD basis) results for an isolated molecule of C27H26N4O2 in a non-equilibrium geometry.

Calculated values
**SMILES string**: COc1ccc(Nc2nnc(-c3ccccc3)c3ccccc23)cc1C(=O)N1CCCCC1
**Net charge**: 0

Geometry as XYZ:
```
59
C27H26N4O2 | the Open Molecules 2025 dataset | the ωB97M-V functional and the def2-TZVPD basis
C -5.22 0.35 -2.56
H -5.34 1.43 -2.42
O -3.88 -0.01 -2.74
C -2.93 0.34 -1.83
C -1.62 0.11 -2.25
C -0.54 0.38 -1.44
C -0.74 0.89 -0.16
C -2.04 1.12 0.27
C -3.14 0.85 -0.54
C -4.47 1.21 0.05
O -5.02 2.27 -0.20
N -4.97 0.33 0.95
C -4.42 -0.97 1.24
H -3.50 -1.11 0.68
C -5.44 -2.06 0.89
C -6.76 -1.82 1.61
C -7.27 -0.42 1.28
C -6.21 0.62 1.64
H -6.53 1.62 1.33
H -6.03 0.61 2.72
H -8.19 -0.21 1.84
H -7.50 -0.35 0.22
H -7.49 -2.57 1.32
H -6.60 -1.90 2.69
H -5.03 -3.04 1.16
H -5.60 -2.06 -0.19
H -4.20 -1.02 2.32
H -2.21 1.53 1.25
N 0.31 1.19 0.71
C 1.62 0.79 0.62
N 2.49 1.69 1.04
N 3.78 1.48 0.93
C 4.26 0.37 0.43
C 3.41 -0.76 0.16
C 3.89 -2.06 -0.08
C 3.01 -3.10 -0.23
C 1.63 -2.88 -0.11
C 1.14 -1.63 0.14
C 2.02 -0.54 0.26
H 0.08 -1.48 0.28
H 0.95 -3.72 -0.20
H 3.38 -4.09 -0.41
H 4.95 -2.23 -0.11
C 5.71 0.33 0.21
C 6.57 0.88 1.17
C 7.94 0.86 0.97
C 8.47 0.32 -0.19
C 7.62 -0.20 -1.15
C 6.25 -0.20 -0.96
H 5.60 -0.58 -1.73
H 8.03 -0.61 -2.07
H 9.54 0.30 -0.34
H 8.59 1.28 1.72
H 6.14 1.30 2.06
H 0.21 2.05 1.24
H 0.46 0.22 -1.81
H -1.47 -0.27 -3.25
H -5.67 -0.17 -1.71
H -5.73 0.05 -3.48
```

=====

# 4
DFT (the ωB97M-V functional and the def2-TZVPD basis) results for the ion C27H26NO2 with charge +1 in a non-equilibrium geometry.

Calculated values
**SMILES string**: C1=C(c2ccccc2)Oc2ccccc2[C@@H]1[C@@H](C=[N+]1CCOCC1)c1ccccc1
**Net charge**: +1

Geometry as XYZ:
```
56
C27H26NO2 | the Open Molecules 2025 dataset | the ωB97M-V functional and the def2-TZVPD basis
C -4.82 -0.29 2.42
C -4.47 0.97 2.94
C -3.15 1.23 3.33
C -2.19 0.21 3.28
C -0.78 0.39 3.89
C 0.26 -0.16 2.96
N 1.53 0.25 2.85
C 2.42 -0.39 1.85
C 3.90 -0.02 2.01
O 4.05 1.39 2.23
C 3.40 1.81 3.42
C 1.89 1.59 3.36
C -2.53 -1.02 2.73
C -3.84 -1.28 2.33
H -5.84 -0.46 2.08
H -5.23 1.76 3.04
H -2.89 2.22 3.71
H -0.57 1.50 3.96
H 0.10 -1.10 2.43
H 2.30 -1.48 1.94
H 2.12 -0.09 0.83
H 4.33 -0.63 2.84
H 4.45 -0.20 1.06
H 3.79 1.29 4.32
H 3.62 2.89 3.46
H 1.45 2.39 2.72
H 1.47 1.73 4.37
H -1.79 -1.81 2.64
H -4.11 -2.27 1.94
C -2.99 -5.96 7.44
C -1.80 -5.61 6.77
C -1.52 -4.27 6.52
C -2.43 -3.25 6.88
C -2.15 -1.85 6.55
O -3.11 -1.02 7.07
C -2.86 0.34 7.10
C -1.76 0.93 6.47
C -1.60 2.32 6.56
C -2.58 3.09 7.19
C -3.67 2.47 7.80
C -3.86 1.09 7.73
C -0.93 0.09 5.48
C -1.04 -1.33 5.93
C -3.59 -3.62 7.61
C -3.88 -4.95 7.88
H -3.23 -7.01 7.59
H -1.11 -6.38 6.40
H -0.62 -3.97 5.97
H -0.72 2.77 6.11
H -2.47 4.18 7.21
H -4.44 3.07 8.29
H -4.76 0.58 8.09
H 0.14 0.41 5.63
H -0.26 -2.01 5.55
H -4.32 -2.86 7.93
H -4.81 -5.23 8.38
```

=====

# 5
DFT (the ωB97M-V functional and the def2-TZVPD basis) results for a structure of composition C27H27As2F10N3V.

Calculated values
**Multiplicity**: 3
**Net charge**: +1

Geometry as XYZ:
```
70
C27H27As2F10N3V | the Open Molecules 2025 dataset | the ωB97M-V functional and the def2-TZVPD basis
V 0.05 0.22 0.61
C -0.02 -0.95 3.49
N 0.20 0.30 2.74
C -0.83 1.30 3.11
C -0.75 2.51 2.19
N -0.48 2.03 0.84
C -0.25 2.99 -0.16
C -0.98 2.99 -1.34
F -1.97 2.09 -1.50
C -0.71 3.85 -2.39
F -1.43 3.79 -3.50
C 0.31 4.77 -2.27
F 0.58 5.61 -3.26
C 1.07 4.80 -1.10
F 2.07 5.66 -0.99
C 0.79 3.92 -0.08
F 1.59 3.91 0.99
C 1.57 0.82 2.98
C 2.56 0.17 2.02
N 1.98 0.27 0.69
C 2.67 0.64 -0.44
C 1.93 0.79 -1.61
F 0.58 0.48 -1.53
C 2.42 1.20 -2.83
F 1.60 1.32 -3.87
C 3.77 1.49 -2.94
F 4.28 1.89 -4.09
C 4.57 1.33 -1.82
F 5.86 1.59 -1.90
C 4.04 0.92 -0.60
F 4.90 0.78 0.42
H 0.04 -0.76 4.57
H -1.00 -1.36 3.26
H 0.75 -1.68 3.22
H -1.80 0.81 3.00
H -0.73 1.60 4.16
H -1.70 3.06 2.24
H 0.02 3.21 2.54
H 1.57 1.89 2.79
H 1.86 0.65 4.02
H 3.52 0.67 2.11
H 2.73 -0.88 2.29
C -4.00 0.29 -0.12
As -2.47 -0.79 0.36
C -3.23 -1.85 1.81
C -2.39 -2.14 -1.03
C -3.49 -2.43 -1.84
C -3.41 -3.43 -2.80
C -2.23 -4.15 -2.95
C -1.14 -3.87 -2.15
C -1.21 -2.87 -1.19
As 0.31 -2.40 -0.08
C 0.46 -3.93 1.11
C 1.83 -2.70 -1.26
H -3.90 0.64 -1.14
H -4.03 1.16 0.54
H -4.92 -0.28 0.00
H -4.15 -2.32 1.45
H -3.46 -1.22 2.66
H -2.54 -2.63 2.11
H -4.41 -1.88 -1.72
H -4.26 -3.64 -3.43
H -2.17 -4.93 -3.70
H -0.22 -4.44 -2.29
H 0.47 -4.85 0.53
H -0.38 -3.95 1.80
H 1.39 -3.85 1.68
H 1.91 -3.75 -1.53
H 2.73 -2.39 -0.73
H 1.71 -2.09 -2.15
```

=====

# 6
DFT (the ωB97M-V functional and the def2-TZVPD basis) results for a structure of composition C27H27AsNOsS2 in a non-equilibrium geometry.

Calculated values
**Net charge**: +1

Geometry as XYZ:
```
59
C27H27AsNOsS2 | the Open Molecules 2025 dataset | the ωB97M-V functional and the def2-TZVPD basis
Os -2.11 -0.36 0.06
N -0.78 1.23 0.55
C -1.06 2.65 0.36
C -0.02 3.52 0.63
C -0.18 4.88 0.46
C -1.42 5.35 0.03
C -2.45 4.47 -0.21
C -2.31 3.08 -0.07
C -3.52 2.20 -0.22
C -4.67 2.78 -0.79
C -5.91 2.21 -0.69
C -6.08 1.02 0.02
C -4.97 0.37 0.49
C -3.67 0.88 0.28
H -0.46 1.09 1.51
H 0.06 0.99 0.00
H 0.93 3.12 0.97
H 0.63 5.56 0.68
H -1.58 6.41 -0.10
H -3.41 4.89 -0.49
H -4.59 3.72 -1.31
H -6.77 2.71 -1.13
H -7.07 0.59 0.16
H -5.08 -0.58 1.00
S -3.24 -1.83 -1.04
C -2.77 -3.42 -0.48
C -3.37 -4.57 -0.99
C -3.03 -5.80 -0.44
C -2.11 -5.87 0.59
C -1.50 -4.71 1.09
C -1.85 -3.49 0.55
S -1.09 -1.99 1.14
H -4.09 -4.49 -1.79
H -3.50 -6.70 -0.82
H -1.85 -6.82 1.03
H -0.77 -4.77 1.88
C 1.32 -0.74 -2.10
As 1.96 -0.67 -0.24
C 3.16 -2.20 -0.34
C 3.28 0.80 -0.48
C 4.59 0.49 0.19
C 5.69 0.07 -0.54
C 6.89 -0.22 0.09
C 7.01 -0.11 1.47
C 5.91 0.30 2.21
C 4.71 0.60 1.58
H 0.93 0.23 -2.41
H 0.53 -1.49 -2.20
H 2.14 -1.01 -2.76
H 3.80 -2.11 -1.22
H 2.56 -3.11 -0.41
H 3.78 -2.24 0.55
H 2.84 1.70 -0.06
H 3.42 0.96 -1.55
H 5.62 -0.01 -1.62
H 7.75 -0.54 -0.50
H 7.94 -0.34 1.96
H 5.99 0.39 3.29
H 3.86 0.92 2.17
```

=====

# 7
DFT (the ωB97M-V functional and the def2-TZVPD basis) results for a structure of composition C27H27CdOP in a non-equilibrium geometry.

Calculated values
**Net charge**: 0

Geometry as XYZ:
```
57
C27H27CdOP | the Open Molecules 2025 dataset | the ωB97M-V functional and the def2-TZVPD basis
C -1.14 -1.18 -3.77
C 1.69 -0.29 -4.67
C -1.53 0.08 -4.02
H -1.62 -1.71 -2.94
C 1.42 0.99 -4.36
H 2.67 -0.70 -4.38
H -2.29 0.52 -3.36
H 2.20 1.57 -3.85
C -1.06 1.01 -5.09
H -1.86 1.76 -5.23
H -0.92 0.52 -6.06
C -0.15 -2.02 -4.52
H -0.67 -2.78 -5.13
H 0.42 -2.59 -3.76
C 0.84 -1.27 -5.42
H 0.32 -0.83 -6.28
H 1.53 -2.04 -5.83
C 0.21 1.80 -4.70
H 0.43 2.52 -5.52
H -0.02 2.42 -3.82
Cd 0.19 -0.12 -0.73
H -1.55 0.10 -1.03
O -3.05 1.17 0.14
C -1.83 1.19 0.14
C -1.10 2.15 1.15
C -1.59 3.45 1.28
C -0.86 4.43 1.97
C 0.37 4.12 2.58
C 0.85 2.80 2.53
C 0.08 1.81 1.86
P 0.62 0.08 1.96
C 0.70 -0.02 3.74
C 2.02 -0.18 4.21
C 2.21 -0.10 5.59
C 1.10 0.17 6.42
C -0.19 0.38 5.91
C -0.41 0.30 4.53
C 0.18 -1.78 1.59
C -0.86 -2.42 2.29
C -1.17 -3.77 2.01
C -0.42 -4.47 1.04
C 0.62 -3.84 0.33
C 0.93 -2.49 0.60
H -2.53 3.72 0.81
H -1.23 5.45 2.02
H 0.96 4.88 3.09
H 1.79 2.53 3.03
H 2.83 -0.36 3.49
H 3.19 -0.25 5.98
H 1.26 0.21 7.49
H -1.03 0.58 6.56
H -1.39 0.50 4.09
H -1.44 -1.85 3.03
H -1.97 -4.26 2.56
H -0.66 -5.52 0.83
H 1.18 -4.40 -0.42
H 1.76 -2.02 0.05
```

=====

# 8
DFT (the ωB97M-V functional and the def2-TZVPD basis) results for a cluster of 2 separate species, C27H27F3N5O6PS in total in a non-equilibrium geometry.

Calculated values
**Net charge**: 0

Geometry as XYZ:
```
70
C27H27F3N5O6PS | the Open Molecules 2025 dataset | the ωB97M-V functional and the def2-TZVPD basis
C 1.50 0.74 7.54
C 0.94 0.55 6.17
C -0.10 1.38 5.74
C -0.59 1.30 4.43
C -1.79 2.13 4.07
C 0.01 0.39 3.53
N -0.61 0.15 2.26
P -0.23 0.89 0.75
H 0.52 -0.25 0.14
N -1.85 0.52 0.19
C -2.60 1.20 -0.83
C -2.72 0.59 -2.09
C -2.04 -0.70 -2.38
C -3.52 1.16 -3.07
C -4.28 2.31 -2.80
C -5.07 2.95 -3.90
C -4.27 2.82 -1.50
C -3.45 2.28 -0.51
C -3.55 2.78 0.90
C -2.51 -0.31 1.08
C -1.82 -0.52 2.23
C 0.94 -0.55 4.00
C 1.33 -1.75 3.18
C 1.40 -0.45 5.31
H 2.30 0.02 7.74
H 1.92 1.75 7.65
H 0.72 0.63 8.30
H -0.55 2.07 6.45
H -2.51 1.56 3.48
H -2.29 2.43 5.00
H -1.53 3.05 3.52
H -2.03 -0.89 -3.46
H -1.01 -0.67 -2.02
H -2.53 -1.56 -1.88
H -3.57 0.70 -4.05
H -5.63 3.80 -3.50
H -4.43 3.30 -4.71
H -5.78 2.23 -4.33
H -4.94 3.65 -1.27
H -4.27 3.60 0.95
H -3.92 1.98 1.56
H -2.59 3.14 1.30
H -3.49 -0.68 0.84
H -2.15 -1.09 3.08
H 2.18 -2.24 3.67
H 0.52 -2.49 3.13
H 1.63 -1.50 2.15
H 2.12 -1.19 5.68
O 0.43 -2.18 -4.79
S 1.04 -2.46 -3.52
O 0.41 -2.18 -2.24
C 1.35 -4.32 -3.40
F 0.16 -4.94 -3.54
F 2.20 -4.77 -4.35
F 1.86 -4.60 -2.18
C 2.60 -1.60 -3.44
C 2.91 -0.84 -2.29
C 4.26 -0.47 -2.19
N 4.98 -0.17 -1.03
O 4.64 0.10 0.11
O 6.33 -0.30 -1.37
N 6.49 -0.62 -2.72
C 5.23 -0.74 -3.19
C 4.82 -1.36 -4.44
N 5.65 -1.60 -5.60
O 6.83 -1.21 -5.65
O 5.11 -2.19 -6.57
C 3.51 -1.80 -4.49
H 2.23 -0.60 -1.49
H 3.17 -2.34 -5.36
```

=====

Computed E_tot, in the same sequence as the records: -73955.0821 -52587.4278 -38476.4236 -33997.4582 -207440.5445 -114896.7191 -44329.3777 -76439.8293 eV.